# 1
The following is a quantum chemistry calculation of an isolated ion of composition C6H7O3S and charge -1, from the OMol25 dataset.

Output
Net charge: -1
Frontier orbital gap (spin up / spin down): 6.67 / 6.67 eV
SMILES: CC#S(=O)CCC1=C([O-])O1
LUMO level (spin up / spin down): 3.20 / 3.20 eV
Relative energy (zero: lowest compared OMol25 entry of this formula, charge and spin): 161.5 kcal per mole

Last column: Löwdin charge in e.
Atoms and positions in Å:
C -0.48824 -2.15108 0.05180  -0.320
C -1.15173 -1.17324 -0.80821  -0.273
S -2.11718 -0.12709 0.19617  0.749
O -3.34198 0.17414 -0.49709  -0.575
C -0.96665 1.42371 -0.13212  -0.275
C 0.43731 1.27345 0.46752  -0.258
C 1.28158 0.25071 -0.26698  -0.136
C 2.68051 0.06989 -0.04291  -0.506
O 3.62138 -0.42978 0.52458  0.047
O 2.40319 0.92430 -1.10647  -0.027
H -0.03287 -1.59093 0.89707  0.044
H 0.45333 -2.76435 -0.48659  0.125
H -1.33159 -2.84205 0.19186  0.059
H -1.62091 2.16583 0.27678  0.055
H -0.93806 1.41576 -1.21659  0.079
H 0.33294 1.12271 1.62176  0.135
H 0.77897 2.25803 0.32943  0.076

---

# 2
The following is a quantum chemistry calculation of one molecule with the formula C6H7P, from the OMol25 dataset.

Output
Multiplicity: 3
Net charge: 0
Frontier orbital gap (spin up / spin down): 7.95 / 6.88 eV
LUMO level (spin up / spin down): -0.30 / -1.35 eV
Relative energy (zero: lowest compared OMol25 entry of this formula, charge and spin): 33.4 kcal per mole

Last column: Löwdin charge in e.
Atoms and positions in Å:
C 0.37884 -3.25876 0.37816  -0.362
C 0.33188 -1.93518 0.31993  -0.070
C 0.65418 1.77606 0.82715  0.002
C 0.69853 0.44710 0.85228  -0.199
C 0.05813 -0.63325 0.18920  -0.345
C -1.08679 -0.30875 -0.66234  -0.068
P -0.22471 -5.23834 1.15968  0.550
H 0.92798 -3.83709 -0.41423  -0.013
H 1.21335 2.29423 1.59032  0.045
H -0.15736 2.33899 0.15628  0.104
H 1.65182 0.07029 1.35035  0.126
H -1.75837 -1.07752 -0.65355  0.045
H -0.93763 -0.08139 -1.79622  0.132
H -1.53371 0.55614 -0.25648  0.054

---

# 3
The following is a quantum chemistry calculation of a 2-piece molecular cluster, C6H8 overall, from the OMol25 dataset.

Output
Net charge: 0
Frontier orbital gap: 10.18 eV
SMILES: C#CC.C#CC
LUMO level: 1.08 eV
Relative energy (zero: lowest compared OMol25 entry of this formula, charge and spin): 82.0 kcal per mole

Last column: Löwdin charge in e.
Atoms and positions in Å:
C -1.44157 0.86207 -1.67018  0.085
C -0.70125 -0.06981 -1.42443  -0.214
C 0.18884 -1.19021 -1.12899  -0.106
H -2.09771 1.68779 -1.88836  0.040
H -0.39755 -2.10134 -0.92253  0.092
H 0.80977 -0.96383 -0.24593  0.013
H 0.85459 -1.38701 -1.98611  0.091
C 2.03331 -0.04804 1.21925  0.086
C 0.87326 0.30644 1.29335  -0.216
C -0.52145 0.73265 1.38246  -0.107
H 3.06146 -0.36203 1.15396  0.040
H -1.10247 0.01808 1.98943  0.094
H -0.97071 0.78656 0.37654  0.013
H -0.58852 1.72868 1.85155  0.090

---

# 4
The following is a quantum chemistry calculation of C6H8 as an isolated structure, from the OMol25 dataset.

Output
Net charge: 0
Frontier orbital gap: 9.94 eV
LUMO level: 1.17 eV
Relative energy (zero: lowest compared OMol25 entry of this formula, charge and spin): 30.1 kcal per mole

Last column: Löwdin charge in e.
Atoms and positions in Å:
C 0.74326 1.07973 0.15638  -0.115
C 0.92690 -0.45630 0.21720  -0.256
C -0.26775 -0.41649 1.23655  -0.110
C -0.76975 0.67678 0.25964  -0.252
C -0.90886 -0.11546 -1.03748  -0.068
C 0.19194 -0.86181 -1.04740  -0.079
H 1.10519 1.63112 1.04138  0.107
H 1.07054 1.58734 -0.75943  0.107
H 1.88795 -0.93232 0.41864  0.126
H -0.87970 -1.34873 1.35719  0.120
H 0.07132 0.00194 2.19618  0.103
H -1.56256 1.38811 0.52913  0.128
H -1.70893 -0.15014 -1.75241  0.094
H 0.52176 -1.61613 -1.74003  0.096

---

# 5
The following is a quantum chemistry calculation of one molecule with the formula C6H8, from the OMol25 dataset.

Output
Net charge: 0
Frontier orbital gap: 8.97 eV
SMILES: C=C1C=CCC1
LUMO level: 0.89 eV
Relative energy (zero: lowest compared OMol25 entry of this formula, charge and spin): 42.2 kcal per mole

Last column: Löwdin charge in e.
Atoms and positions in Å:
C 2.06959 0.11462 -0.04512  0.014
C 0.79096 0.14056 0.03952  -0.419
C -0.08455 1.33678 0.15394  -0.024
C -1.32651 0.90720 -0.17195  -0.077
C -1.44285 -0.54586 0.17159  -0.176
C -0.01124 -1.05765 -0.05956  -0.176
H 2.61806 1.17345 -0.23684  0.121
H 2.49946 -0.81605 0.19836  0.048
H 0.24294 2.30604 0.52080  0.109
H -2.04547 1.48914 -0.70433  0.094
H -1.79928 -0.72385 1.21307  0.127
H -2.05624 -1.01460 -0.63633  0.112
H 0.34260 -1.82778 0.60336  0.115
H 0.20253 -1.48200 -1.04652  0.130

---

# 6
The following is a quantum chemistry calculation of one molecule with the formula C6H8, from the OMol25 dataset.

Output
Net charge: 0
Frontier orbital gap: 9.26 eV
SMILES: C1=CCCCC=1
LUMO level: 0.70 eV
Relative energy (zero: lowest compared OMol25 entry of this formula, charge and spin): 43.5 kcal per mole

Last column: Löwdin charge in e.
Atoms and positions in Å:
C 1.59291 -0.32443 0.30494  -0.040
C 0.80435 -1.34765 0.57270  -0.111
C -0.46513 -1.24016 -0.25809  -0.191
C -1.03057 0.16025 0.12753  -0.193
C -0.05170 1.34145 -0.11865  -0.186
C 1.40330 0.87171 -0.21148  -0.108
H 0.83912 -1.95020 1.47608  0.096
H -0.25868 -1.28926 -1.33227  0.113
H -1.19546 -2.02079 -0.01781  0.102
H -1.96454 0.35386 -0.41419  0.106
H -1.28912 0.12084 1.19276  0.108
H -0.26757 1.79415 -1.09611  0.108
H -0.21869 2.12712 0.62726  0.103
H 2.10179 1.40313 -0.85265  0.092

---

Number 1: F_max 0.0724 hartree/bohr. Number 2: F_max 0.0886 hartree/bohr. Number 3: F_max 0.0350 hartree/bohr. Number 4: F_max 0.0193 hartree/bohr. Number 5: F_max 0.1031 hartree/bohr. Number 6: F_max 0.0054 hartree/bohr.